44
Properties=species:S:1:pos:R:3:forces:R:3 method="wB97M-V/def2-TZVPD" multiplicity=1 total_energy_ev=-65210.037 total_charge=+2 homo_lumo_gap_ev=6.13 e_lumo_ev=-10.714 largest_force_ev_per_a=2.0 relative_energy_kj_mol=114.00
Mo 0.6395 0.9467 0.2265 0.043 -1.110 -1.180
F 4.3852 -2.4757 1.5945 0.030 0.024 -0.056
C 4.9038 -1.8846 0.5111 0.004 -0.137 0.042
F 6.2203 -2.0016 0.5345 -0.051 -0.003 0.001
F 4.4219 -2.5132 -0.5689 0.006 0.010 0.028
C 4.4824 -0.4299 0.4755 0.217 0.057 -0.015
C 5.3947 0.6208 0.5053 -0.031 0.058 0.004
C 4.9465 1.9412 0.4991 0.118 -0.070 0.003
C 3.5985 2.1997 0.4397 -0.108 -0.020 -0.058
N 2.7284 1.1687 0.3944 0.063 -0.055 -0.316
C 3.1530 -0.1020 0.4366 -0.140 -0.211 0.062
S 1.7034 -1.1173 0.5235 0.217 0.238 0.430
H 6.4539 0.3988 0.5487 0.007 0.019 -0.002
H 5.6385 2.7703 0.5338 0.036 -0.027 0.000
H 3.2049 3.2043 0.4240 -0.075 0.017 -0.014
O -1.1512 3.9434 -0.1177 0.225 -0.104 0.176
S 0.2226 3.6559 -0.1016 0.024 0.972 -0.958
O 1.2587 4.4986 0.3363 -0.209 -0.092 0.056
O 0.6563 2.5654 -1.0469 0.134 0.414 -0.105
O 0.4032 2.2133 1.3003 -0.332 0.204 1.923
C -3.9418 1.3965 0.0628 0.049 -0.073 -0.076
C -3.7245 0.3874 -1.0621 -0.060 0.156 0.115
C -2.7576 -0.7736 -0.6912 0.205 -0.033 0.073
C -2.6027 -1.7564 -1.8798 -0.028 -0.053 -0.104
C -1.6241 -2.8959 -1.6292 0.005 0.054 0.106
C -3.3228 -1.5118 0.5260 -0.281 -0.036 0.121
O -4.3676 -2.0820 0.4532 0.070 -0.039 0.023
N -2.6201 -1.4784 1.7480 0.213 0.162 -0.215
C -1.4172 -0.8818 2.0079 -0.232 -0.203 -0.060
O -0.8155 -0.8715 3.0293 0.134 0.121 0.027
N -0.8775 -0.2349 0.8276 -0.140 -0.144 -0.402
C -1.4423 -0.2191 -0.3717 0.103 0.022 0.234
O -0.6510 0.4038 -1.2147 -0.106 -0.022 0.271
H -4.6272 2.1753 -0.2639 -0.023 -0.001 -0.013
H -3.0152 1.9012 0.3562 0.014 -0.001 0.008
H -4.3780 0.9328 0.9490 0.001 0.000 -0.007
H -3.3402 0.8727 -1.9599 0.010 -0.021 -0.017
H -4.6634 -0.0995 -1.3234 -0.010 -0.012 -0.021
H -2.3084 -1.1737 -2.7538 -0.039 -0.009 -0.017
H -3.6069 -2.1407 -2.0560 -0.005 -0.012 -0.047
H -0.6007 -2.5322 -1.4831 0.001 -0.012 0.006
H -1.5988 -3.5634 -2.4876 -0.012 -0.004 -0.006
H -1.9101 -3.4941 -0.7610 0.006 0.004 -0.024
H -3.0509 -1.9635 2.5287 -0.054 -0.027 0.002